[1]
DFT (ωB97M-V/def2-TZVPD) results for a molecular structure, C40H48CaN3O4P2S2.

LUMO energy in eV: 2.6
HOMO energy in eV: -5.001
Energy relative to the best compared isomer or geometry (same formula, charge and spin) in kcal per mole: 0.0
Net charge: -1

```
100
Properties=species:S:1:pos:R:3:forces:R:3:mulliken_charge:R:1
Ca 0.30482 -0.01576 0.20387 0.239 0.173 -0.052 1.21
O -3.13873 0.80806 -0.19940 0.071 0.053 0.027 -0.84
C -2.34996 0.74726 -1.14308 -0.231 -0.026 0.122 -0.53
O -1.13121 1.14149 -1.13087 -0.184 -0.083 -0.034 0.21
C -2.82450 0.14273 -2.44903 0.187 -0.072 -0.194 0.36
C -4.19574 0.05113 -2.66311 0.075 0.062 0.103 -0.62
C -4.70013 -0.48285 -3.83325 0.022 -0.080 -0.147 -0.72
C -3.82199 -0.95235 -4.80246 -0.085 0.021 0.048 -0.63
C -2.45415 -0.88650 -4.59197 0.096 0.054 0.122 -0.90
C -1.92482 -0.33555 -3.41907 -0.143 0.010 -0.021 0.32
P -0.10391 -0.34160 -3.10162 0.022 0.005 0.059 1.84
C 0.48410 -1.40559 -4.48951 0.007 0.033 0.024 -0.36
C 0.86394 -0.94716 -5.75048 0.004 -0.081 -0.002 -0.16
C 1.29418 -1.83884 -6.72651 -0.028 0.057 0.066 -0.73
C 1.34604 -3.19873 -6.45491 -0.004 -0.014 -0.009 -0.50
C 0.97991 -3.66617 -5.20007 -0.008 0.057 0.049 -0.66
C 0.56266 -2.77271 -4.22214 0.044 -0.019 -0.038 -0.34
C 0.43002 1.30543 -3.70558 -0.022 0.036 -0.070 0.37
C -0.43234 2.24387 -4.27041 0.072 -0.011 0.038 -0.11
C 0.04843 3.48029 -4.68627 -0.011 -0.046 0.011 -0.79
C 1.39536 3.78809 -4.54830 -0.033 -0.012 -0.006 -0.42
C 2.26007 2.85983 -3.98351 0.004 -0.024 0.001 -0.87
C 1.78004 1.62883 -3.55706 -0.032 -0.007 -0.066 0.03
H -4.84553 0.40588 -1.87386 0.000 -0.003 -0.007 0.50
H -5.77056 -0.54470 -3.98704 0.005 0.003 -0.011 0.37
H -4.19796 -1.38108 -5.72392 -0.016 0.009 0.012 0.41
H -1.78980 -1.27459 -5.35306 -0.005 0.004 0.021 0.37
H 0.82517 0.11227 -5.97103 -0.004 0.017 -0.004 0.40
H 1.59021 -1.46914 -7.70069 -0.003 0.007 0.001 0.41
H 1.68149 -3.89198 -7.21696 -0.001 0.006 0.012 0.36
H 1.03580 -4.72404 -4.97613 -0.010 -0.002 0.006 0.42
H 0.30428 -3.13285 -3.23161 -0.003 -0.019 -0.013 0.35
H -1.48573 2.01133 -4.37126 0.008 0.010 -0.013 0.48
H -0.63191 4.20510 -5.11718 -0.004 -0.011 0.007 0.39
H 1.76716 4.75287 -4.87174 0.004 -0.006 0.003 0.35
H 3.30856 3.10027 -3.85538 -0.001 -0.025 0.008 0.40
H 2.45076 0.92254 -3.08021 0.023 0.017 0.000 0.33
N -1.27883 0.10054 2.22242 0.091 -0.117 0.090 -0.35
C -0.60908 -0.68612 3.18936 -0.031 -0.011 0.099 0.61
C -0.07803 -0.06411 4.31918 -0.040 0.062 -0.024 -0.69
C 0.59221 -0.78777 5.29054 0.033 -0.029 0.008 -0.54
C 0.75160 -2.15724 5.14005 0.035 0.005 -0.007 -0.82
C 0.23983 -2.77742 4.01047 -0.016 0.085 0.019 -0.62
C -0.44699 -2.07428 3.01989 -0.030 -0.017 -0.047 0.14
C -1.00627 -2.79322 1.83925 -0.092 -0.094 -0.198 0.75
C -1.68070 -4.00068 2.06353 0.034 0.063 0.049 -0.56
C -2.20571 -4.72046 1.00173 0.018 0.024 0.025 -0.68
C -2.05951 -4.22466 -0.28700 0.006 0.028 -0.034 -0.99
C -1.39120 -3.02173 -0.49256 0.028 -0.063 0.185 -0.73
C -0.83035 -2.25455 0.54444 0.013 0.103 -0.023 -0.28
H -1.65830 0.95900 2.59674 0.002 -0.007 -0.033 0.28
H -1.99298 -0.40413 1.70604 -0.027 0.032 -0.069 0.28
H -0.21374 1.00503 4.44467 -0.003 0.007 -0.024 0.23
H 0.99064 -0.27939 6.16026 -0.002 0.004 -0.002 0.37
H 1.28523 -2.73361 5.88584 -0.011 -0.002 -0.004 0.39
H 0.37996 -3.84300 3.87410 -0.009 0.006 -0.017 0.50
H -1.80986 -4.36932 3.07760 -0.005 0.000 -0.019 0.45
H -2.73390 -5.65004 1.17941 -0.003 -0.003 0.005 0.35
H -2.47858 -4.77210 -1.12580 0.009 0.012 -0.008 0.42
H -1.31159 -2.66283 -1.51628 -0.010 0.000 -0.052 0.41
N 0.92218 3.07858 -0.86246 -0.038 0.050 0.139 -0.06
C 0.23439 3.88585 0.14643 0.085 -0.117 0.041 -0.53
C 1.09316 4.06401 1.40044 -0.001 -0.004 -0.120 -1.03
C 1.17399 2.82344 2.27863 -0.049 -0.031 -0.064 -0.53
N 1.68068 1.65128 1.55533 -0.333 -0.047 0.085 1.56
H 1.61047 3.61790 -1.37276 -0.004 -0.015 0.018 0.20
H 0.26170 2.68686 -1.52340 -0.007 0.067 0.019 -0.19
H -0.68641 3.35912 0.41444 -0.016 -0.001 -0.043 0.18
H -0.06232 4.87262 -0.22903 -0.021 0.052 -0.021 0.44
H 0.68251 4.87554 2.00753 -0.005 0.039 -0.011 0.44
H 2.10469 4.36477 1.10319 -0.012 -0.007 0.003 0.33
H 0.16769 2.60968 2.65841 0.010 -0.020 0.035 0.03
H 1.80053 3.04937 3.14683 0.032 -0.011 0.059 0.30
H 2.31557 1.10945 2.13156 -0.098 0.078 -0.086 -0.78
H 2.20460 1.96418 0.74150 0.121 -0.046 0.052 -0.03
C 6.60519 -3.04224 1.11886 0.035 -0.100 0.060 -1.58
C 5.48993 -2.44779 0.28519 0.061 -0.027 -0.154 0.97
C 5.57128 -2.90740 -1.16336 -0.057 0.155 0.073 -1.35
O 5.65468 -1.01569 0.34340 -0.075 -0.002 -0.026 -0.37
P 4.37907 -0.04334 0.52888 0.000 0.012 -0.049 0.43
S 5.06876 1.78518 0.55631 0.003 -0.025 -0.099 -0.49
S 2.93273 -0.58566 -0.73244 0.153 -0.045 -0.101 -0.37
O 3.78436 -0.48834 1.98078 0.022 -0.019 -0.061 -0.47
C 4.55104 -0.24324 3.17456 0.030 0.007 0.119 0.57
C 4.43448 -1.48406 4.03583 0.052 -0.040 -0.022 -1.25
C 3.99728 0.98090 3.88311 -0.025 0.000 -0.005 -1.37
H 6.51624 -4.13093 1.13095 0.040 0.014 0.030 0.35
H 6.58439 -2.67536 2.14586 -0.050 0.001 -0.032 0.35
H 7.57040 -2.77467 0.68313 -0.014 -0.014 0.011 0.36
H 4.51168 -2.70852 0.69739 0.002 -0.015 0.040 0.24
H 6.53403 -2.61185 -1.58685 -0.012 -0.020 0.000 0.32
H 4.77154 -2.44653 -1.74144 0.038 -0.038 -0.012 0.20
H 5.47352 -3.99321 -1.22556 0.004 0.005 0.024 0.39
H 5.59032 -0.05896 2.89137 0.037 -0.019 -0.006 0.50
H 3.38797 -1.64791 4.29363 -0.031 -0.004 0.061 0.04
H 5.01757 -1.35585 4.95124 -0.043 -0.046 0.003 0.41
H 4.79023 -2.37104 3.50994 0.041 0.047 -0.008 0.27
H 2.95712 0.79970 4.17430 0.029 0.004 0.007 0.09
H 4.05054 1.84754 3.22226 0.035 -0.012 0.080 0.25
H 4.57153 1.18620 4.78873 0.016 0.010 -0.008 0.53
```
Positions in Å, forces in eV/Å.


[2]
DFT (ωB97M-V/def2-TZVPD) results for a molecular structure, C40H48N10STb in a non-equilibrium geometry.

LUMO energy (spin up / spin down) in eV: -2.1 / -4.5
HOMO energy (spin up / spin down) in eV: -7.055 / -10.332
Net charge: +1
⟨S²⟩: 13.094
2S+1: 7

```
100
Properties=species:S:1:pos:R:3:forces:R:3:lowdin_spin:R:1
Tb 0.30075 1.06510 -0.28192 1.784 -0.494 0.041 2.03
N 2.20800 0.96906 1.63537 0.002 0.246 -0.267 0.01
C 3.25788 1.99716 1.68290 -0.171 -0.072 -0.073 0.00
C 2.67929 3.33486 1.27033 -0.006 -0.072 -0.153 0.00
N 2.03591 3.29232 -0.05402 -0.292 -0.162 0.263 0.00
C 2.94549 3.54621 -1.17661 -0.066 -0.045 -0.022 0.00
C 3.55345 2.27353 -1.72916 -0.162 -0.093 0.044 0.00
N 2.49407 1.29710 -2.01799 -0.219 0.252 0.127 0.00
H 2.61136 0.05018 1.75414 0.049 -0.220 0.050 0.00
H 1.58074 1.11063 2.41719 -0.147 -0.049 0.071 0.00
H 3.68001 2.10943 2.68169 0.095 -0.043 0.116 0.00
H 4.06883 1.69886 1.02317 0.032 -0.041 -0.046 0.00
H 1.92413 3.62259 2.00064 -0.059 0.035 0.034 0.00
H 3.47552 4.08247 1.30013 0.028 0.140 0.003 0.00
H 1.32546 4.01159 -0.07312 -0.093 0.071 -0.045 0.00
H 2.37213 4.02705 -1.96747 -0.035 0.047 0.024 0.00
H 3.74772 4.22972 -0.88762 0.049 0.101 0.024 0.00
H 4.13700 2.52940 -2.61447 0.103 -0.011 -0.079 0.00
H 4.23842 1.82861 -1.01108 0.026 -0.062 0.018 0.00
H 2.04567 1.53227 -2.89320 -0.103 -0.037 -0.125 0.00
H 2.89396 0.37827 -2.12275 0.029 -0.240 0.036 0.00
C -5.52539 0.01884 2.25378 -0.163 0.216 0.038 0.04
C -5.56755 1.31802 1.75623 -0.011 -0.174 0.082 0.00
C -4.57471 1.78296 0.90995 0.311 0.166 -0.215 0.05
C -3.51709 0.94722 0.54236 0.738 -0.818 -0.038 0.06
C -3.48031 -0.34214 1.04443 -0.202 -0.368 0.138 0.04
C -4.47464 -0.80716 1.89553 0.184 -0.040 -0.142 0.00
N -2.44022 1.35238 -0.36297 -2.320 -2.350 2.713 0.63
N -2.67173 2.44361 -0.87081 2.541 1.737 -2.377 0.86
C -1.78813 3.03693 -1.81177 -1.305 1.782 -0.481 0.07
C -2.39460 4.13740 -2.43354 0.067 0.194 -0.340 0.06
C -1.73545 4.80652 -3.44877 -0.075 -0.109 0.252 -0.01
C -0.47469 4.35517 -3.82031 0.192 0.068 -0.201 0.06
C 0.11592 3.28950 -3.14963 -0.097 0.244 -0.130 0.00
C -0.48383 2.59678 -2.09472 -0.457 -0.514 0.880 0.07
H -6.30726 -0.34300 2.91240 0.065 0.060 -0.057 0.00
H -6.38266 1.97695 2.03101 0.056 -0.014 -0.033 0.00
H -4.60346 2.79394 0.53808 -0.053 0.173 -0.058 0.01
H -2.66553 -0.98873 0.77398 0.101 -0.097 -0.059 0.00
H -4.42363 -1.82173 2.27852 0.026 0.090 -0.062 0.00
H -3.39014 4.42511 -2.11246 0.048 0.069 -0.104 0.00
H -2.18848 5.65901 -3.94099 0.002 -0.081 0.027 0.00
H 0.05932 4.84643 -4.62899 -0.055 -0.059 0.074 0.00
H 1.10967 3.01112 -3.49165 -0.040 0.022 0.009 0.00
C 3.61969 -4.04160 -0.19767 -0.138 0.005 -0.152 0.00
N 2.89314 -3.69215 -1.41895 0.188 -0.143 0.163 0.00
C 2.78187 -4.48913 -2.55080 0.247 -0.093 0.467 0.00
C 2.03122 -3.82959 -3.43137 -0.281 0.332 -0.090 0.00
N 1.67620 -2.60285 -2.84251 -0.193 0.180 -0.280 0.00
C 2.21908 -2.52742 -1.58150 -0.047 -0.316 -0.171 0.00
S 2.16598 -1.34170 -0.39034 0.157 -0.079 0.021 0.00
C 0.77540 -1.69691 -3.49572 0.294 -0.242 0.139 0.00
C 0.62592 -1.80264 -4.87181 0.073 -0.021 -0.241 0.00
C -0.38269 -1.08107 -5.48324 0.080 -0.090 -0.177 0.00
C -1.20729 -0.28806 -4.70869 -0.138 0.117 -0.044 0.00
C -0.92586 -0.19657 -3.36162 0.137 -0.097 0.005 0.01
N 0.07387 -0.85922 -2.75738 -0.524 0.307 0.259 0.00
H 4.04056 -5.03654 -0.32302 -0.032 0.031 -0.028 0.00
H 2.94077 -4.02775 0.65418 -0.063 -0.010 -0.031 0.00
H 4.41560 -3.32411 -0.01487 0.036 0.040 -0.054 0.00
H 3.23345 -5.46697 -2.61951 -0.036 0.153 0.072 0.00
H 1.67338 -4.14090 -4.39690 0.033 0.077 0.130 0.00
H 1.28486 -2.42322 -5.46117 -0.043 0.020 0.021 0.00
H -0.52744 -1.15390 -6.55533 0.032 0.003 0.083 0.00
H -2.03422 0.26702 -5.13636 0.095 -0.055 0.072 0.00
H -1.52387 0.43979 -2.72841 -0.058 0.027 0.032 0.01
C 0.15735 -1.57209 5.46319 -0.047 -0.026 -0.079 0.00
C 0.95863 -1.44021 4.16189 -0.042 -0.150 0.045 0.01
C 0.51004 -2.40973 3.07792 -0.003 -0.036 0.252 0.03
C 0.79434 -3.75686 3.29676 0.065 0.122 0.130 0.00
C 0.49698 -4.72308 2.35599 0.010 -0.117 -0.076 0.03
C -0.09804 -4.33606 1.16628 0.014 0.026 0.051 0.00
C -0.41497 -3.00706 0.90663 -0.006 0.066 -0.010 0.03
C -1.06598 -2.72205 -0.42654 -0.153 -0.324 0.237 0.01
C -2.39949 -3.45454 -0.62315 0.006 0.056 -0.002 0.00
C -0.11608 -2.02224 1.87468 0.161 0.806 -0.035 0.02
N -0.32736 -0.61625 1.63322 1.386 -1.926 -3.089 0.37
C -0.94541 0.04501 2.56341 -1.766 1.670 2.907 0.30
C -1.06985 1.45530 2.58684 1.283 -1.829 -1.745 0.30
C -1.73463 2.23971 3.52820 -1.256 2.525 1.528 0.23
C -1.56829 3.56779 3.12758 -0.661 -0.817 1.244 0.11
C -0.80356 3.52710 1.95865 0.175 0.877 -0.508 0.35
N -0.49223 2.26246 1.62104 0.428 -1.096 -0.669 0.12
H 0.53135 -0.88290 6.22366 -0.011 -0.045 -0.051 0.00
H 0.22585 -2.58647 5.86150 -0.005 0.058 -0.006 0.00
H -0.90344 -1.35709 5.30045 0.122 -0.020 0.018 0.00
H 2.00895 -1.64244 4.37866 0.082 -0.071 0.022 0.00
H 0.90434 -0.41136 3.81964 0.041 -0.007 -0.010 0.00
H 1.27903 -4.04356 4.22766 -0.044 0.051 -0.109 0.00
H 0.73075 -5.76613 2.54417 -0.025 0.100 -0.023 0.00
H -0.32636 -5.08383 0.41197 -0.002 0.048 0.058 0.00
H -0.38536 -3.04027 -1.21502 0.061 0.031 -0.088 0.00
H -1.21019 -1.66218 -0.55927 -0.036 0.417 -0.046 0.00
H -2.24443 -4.53304 -0.68707 -0.042 0.048 0.010 0.00
H -2.88693 -3.12792 -1.54617 0.047 -0.043 0.057 0.00
H -3.08780 -3.27133 0.20409 0.034 0.034 -0.018 0.00
H -1.41692 -0.49307 3.38484 -0.052 0.158 -0.048 0.01
H -2.28578 1.87074 4.38411 0.098 0.087 -0.138 0.01
H -1.94221 4.45820 3.61516 0.022 -0.139 -0.062 0.00
H -0.49308 4.36938 1.34616 -0.097 -0.125 0.103 0.02
```
Positions in Å, forces in eV/Å.